# 1
A cluster of 2 separate species, C22H27F2NO in total, computed with wB97M-V/def2-TZVPD.

- frontier orbital gap (eV) = 8.89
- charge = 0
- energy relative to the best compared isomer or geometry (same formula, charge and spin) (kcal/mol) = 388.3

The geometry in XYZ format:
```
53
Properties=species:S:1:pos:R:3:forces:R:3
F -4.4719 2.4550 -1.4452 -0.2 -0.3 1.3
F -6.6680 -1.3788 1.9618 0.7 3.3 -2.3
O -0.8216 -3.2935 -0.5743 4.2 0.8 -2.2
N -1.9246 0.8880 0.6993 0.5 5.5 -6.6
C -4.8586 0.1600 1.4545 -3.7 2.3 -3.5
C -0.3736 0.5167 -1.2551 -1.3 -1.3 4.5
C -1.8601 1.0303 -0.7552 3.9 -5.7 -3.6
C 5.2010 1.2644 -0.3502 0.8 -0.6 -5.9
C -6.8352 0.0422 -0.1995 0.2 -5.0 6.6
C 6.4516 0.3013 1.7695 2.9 -1.0 6.0
C 2.5387 -0.4412 -0.2606 -0.7 -4.8 -0.8
C -1.7583 -0.3842 1.1860 1.8 -1.2 -1.0
C -2.9945 1.8020 0.8854 -1.7 -1.8 7.9
C -0.7643 -1.9596 -1.3384 -3.7 -4.6 -1.9
C 0.0163 -0.9855 -0.6971 1.0 4.3 -1.9
C 1.4001 -1.3579 -1.0790 3.0 2.5 4.7
C 3.9445 -0.6552 -0.7605 -4.8 -9.4 -6.4
C 6.7325 1.6187 1.3464 2.4 -5.3 7.2
C 4.9823 -0.0419 -0.2681 4.8 3.1 10.4
C -4.9577 1.6000 -0.4796 -5.2 -2.0 -7.1
C -6.1443 0.7361 -1.0157 4.3 5.4 1.1
C -4.3676 1.2026 0.5643 4.3 -0.6 5.0
C 5.5272 -0.4847 1.3500 -3.0 -2.7 -6.9
C 6.3608 1.8793 0.2379 -6.9 4.6 -10.8
C -6.1431 -0.1902 1.0972 0.5 -4.2 1.7
C -0.2900 -1.0352 0.6821 -0.4 5.7 7.9
H -0.3807 0.3730 -2.2255 -0.8 -0.8 -5.3
H 4.8032 1.5162 -1.4765 1.0 0.8 2.7
H 0.3714 1.3023 -1.2280 0.4 0.0 1.3
H -1.7733 -0.0266 2.1854 0.3 -1.7 2.1
H 5.3204 -1.5773 1.5214 0.5 1.4 0.4
H 1.4660 -2.3023 -0.5907 1.0 -1.3 -0.6
H 1.6093 -1.2410 -2.0835 0.2 -0.4 -2.2
H -0.1909 -1.8847 1.3605 0.4 -0.3 -0.9
H -2.5254 0.1164 -1.3448 0.9 3.0 1.5
H 0.4262 -0.0791 1.2387 -1.7 -2.9 -1.4
H -0.6170 -2.1156 -2.4214 0.8 -0.3 0.4
H 2.4673 -0.7589 0.7772 0.0 0.6 0.1
H 0.1821 -3.6418 -0.7026 -3.7 0.9 0.6
H 2.3068 0.5121 -0.4722 -1.0 3.7 0.0
H -2.9444 2.7772 0.4832 1.0 0.7 -0.5
H 6.5232 2.7765 -0.2929 1.0 1.2 -0.2
H -2.9133 1.9117 2.2119 -0.9 0.3 -3.4
H -7.6187 -0.7026 -0.3133 -0.5 0.8 -0.6
H -2.5571 -1.0352 0.8959 -0.8 -0.9 0.1
H -4.3316 0.0233 2.3305 0.7 -0.9 1.7
H 7.4787 2.1470 1.7000 3.6 2.3 2.6
H -6.7072 1.1897 -1.6989 -1.4 1.3 -4.2
H -1.7800 1.9638 -1.3297 -1.4 0.2 1.2
H 3.9766 -0.5842 -1.9776 -0.3 -0.1 2.6
H 7.0657 -0.1771 2.6556 -1.1 1.4 -1.4
H -1.7869 -1.7027 -1.3733 -1.4 0.3 0.5
H 4.2081 -2.0689 -0.5851 -0.9 3.8 -0.7
```
Forces are in eV/Å.

***

# 2
A structure of composition C6H6Cl2GaN2O3Ru, computed with wB97M-V/def2-TZVPD.

- frontier orbital gap (spin up / spin down) (eV) = 6.81 / 5.89
- charge = +4
- energy relative to the best compared isomer or geometry (same formula, charge and spin) (kcal/mol) = 161.3
- ⟨S²⟩ = 8.79
- multiplicity = 6

The geometry in XYZ format:
```
21
Properties=species:S:1:pos:R:3:forces:R:3
Ru 0.3090 -0.3387 -0.7151 2.0 -2.2 -0.4
Ga 0.4986 -1.3783 -2.8443 0.7 -0.1 -2.8
Cl -1.6313 -0.9145 -2.7979 0.7 -0.5 0.4
Cl 2.0189 0.4316 -2.0946 -0.5 -0.8 0.5
O -0.4520 -2.8184 -6.2167 4.0 2.1 5.8
O -1.3216 2.1260 -1.0791 3.6 -4.7 0.5
O 2.4596 -1.5087 -5.1267 -4.2 -1.1 1.1
N -0.1835 0.6555 2.5637 -2.0 1.2 2.2
N 1.1027 -0.6544 1.0083 -1.2 1.2 3.8
C -1.3858 1.5034 2.6770 0.3 0.3 0.0
C 0.2257 0.1204 1.4465 4.4 -3.8 -1.1
C 1.3363 -1.7792 -4.6911 4.3 1.2 1.7
C -0.6374 1.1783 -0.9925 -7.8 10.6 -2.0
C 0.2824 -2.4441 -5.3817 -4.6 -3.3 -9.5
C 0.4776 0.2519 3.7994 0.8 0.7 0.2
H 0.1609 -0.7480 4.1165 -0.3 -0.5 0.0
H 0.2272 0.9744 4.5675 -0.2 0.1 0.2
H -1.3035 2.3442 1.9749 0.0 0.0 0.0
H -1.4737 1.8656 3.7048 0.0 -0.1 -0.2
H -2.2745 0.9173 2.4050 -0.1 -0.2 -0.1
H 1.5648 0.2156 3.6759 0.1 -0.2 -0.3
```
Forces are in eV/Å.

***

# 3
A cluster of 12 separate species, C12H46O12 in total, computed with wB97M-V/def2-TZVPD.

- frontier orbital gap (eV) = 4.02
- charge = -2
- energy relative to the best compared isomer or geometry (same formula, charge and spin) (kcal/mol) = 0.0

The geometry in XYZ format:
```
70
Properties=species:S:1:pos:R:3:forces:R:3
O 4.7142 0.6124 1.5187 0.2 0.1 0.1
O 0.8581 -4.5713 -0.3875 0.6 -0.5 -0.2
O 2.4349 -2.2023 -1.2882 0.4 0.7 -0.6
O 2.2380 3.7200 0.0378 -0.2 0.2 0.3
O -2.1033 -3.0470 -2.7856 0.5 0.2 -0.4
O -4.3251 -1.6303 -1.0746 -0.2 0.6 -0.4
O -1.2060 3.5292 -3.5316 -0.5 -0.2 0.7
O -0.6447 2.3256 3.0510 0.3 0.3 -0.3
O 1.3550 -2.4350 2.2739 -0.4 0.6 0.1
O -2.0534 3.5445 0.8620 -0.2 0.4 -0.2
O -2.2990 -2.1848 2.7885 -0.4 -0.2 -0.2
O 0.0090 -1.5344 -0.1890 2.1 0.7 0.0
C 0.1425 -0.1571 -0.1603 -1.4 -0.9 0.7
C -2.6395 -0.8195 2.7593 0.2 0.8 0.5
C -1.2504 2.2381 -2.8626 0.7 0.0 -0.7
C -3.9537 -0.3962 -1.4930 0.1 -1.2 0.7
C 1.6615 -5.5376 0.2547 -0.2 0.4 0.4
C -3.0686 2.5665 0.6664 -0.1 -1.4 0.5
C 2.6770 -1.3798 -2.4229 -0.8 -0.6 0.0
C 0.7546 2.4945 2.8922 0.1 -0.7 0.3
C -1.0314 -2.3828 -3.4337 -0.9 -0.8 -1.1
C 3.6653 0.4253 0.5726 -0.2 0.2 -0.2
C 1.7939 -1.4105 3.1305 1.1 0.3 -0.6
C 0.8523 3.9674 -0.2391 0.8 -0.3 -0.6
H -0.1724 -3.0524 -3.4900 0.2 0.2 0.7
H -1.8428 -2.3619 3.6125 0.2 0.1 0.0
H -2.8858 -2.4915 -2.9150 -0.1 -0.1 0.9
H 0.3524 4.3838 0.6309 0.3 0.1 0.1
H -1.8571 2.2186 -1.9576 -0.1 0.1 -0.1
H 0.3762 3.0178 -0.5016 -0.2 0.2 0.0
H -1.4994 4.1377 -2.8486 0.1 0.3 -0.3
H 1.2551 2.0722 3.7678 -0.1 0.2 0.2
H 2.5809 -5.7736 -0.2972 0.1 0.1 0.0
H -1.0066 2.5652 2.1817 -0.2 0.0 0.3
H 4.3796 1.1900 2.2089 0.0 -0.1 0.0
H 3.5593 -1.6768 -2.9912 0.3 -0.1 0.3
H 1.5235 -1.5468 4.1810 -0.1 -0.3 0.0
H -1.7799 -0.1931 3.0300 0.0 0.0 0.0
H -3.4490 -0.5813 3.4680 0.0 -0.1 0.0
H 1.0284 -2.0125 1.4373 -0.6 -0.5 -0.1
H -2.9729 -0.4778 1.7800 0.1 -0.7 -0.2
H -1.6366 1.5021 -3.5661 -0.1 0.0 0.1
H -2.9016 -0.1305 -1.2115 0.3 0.0 -0.1
H -1.8683 3.9427 0.0078 0.1 -0.1 0.0
H -0.7614 0.2630 0.3334 -0.2 0.4 -0.4
H 1.1059 -6.4701 0.3772 -0.2 0.1 -0.1
H 0.8397 4.6667 -1.0844 -0.6 0.0 0.1
H 0.2140 0.2751 -1.1768 0.2 0.4 0.0
H 1.8330 -1.4964 -3.1116 0.0 0.2 -0.1
H 1.9095 -5.1656 1.2573 0.3 -0.2 0.0
H 1.1322 1.8875 2.0623 0.0 0.3 -0.2
H -3.3417 2.1923 1.6558 -0.2 0.4 0.0
H 1.5371 -1.8647 -0.9795 -0.7 -0.5 0.8
H 2.5662 3.2028 -0.7036 0.1 0.0 0.1
H 3.1337 1.3674 0.3932 0.0 -0.1 0.0
H -4.5428 0.4407 -1.0329 -0.3 0.3 -0.3
H -3.9667 2.8992 0.1444 0.2 0.3 0.0
H -0.2179 1.9725 -2.6262 -0.2 -0.2 0.2
H 2.8921 -1.3746 3.0357 0.1 0.1 0.5
H 0.9242 0.2756 0.5040 0.5 -0.1 -0.4
H 1.4545 -3.8252 -0.5676 -0.5 0.1 -0.1
H 1.4814 -0.3958 2.8526 -0.4 -0.2 -0.1
H 1.0401 3.5431 2.7759 0.1 0.0 -0.1
H 2.7376 -0.3259 -2.1395 0.2 0.1 -0.1
H 2.9316 -0.3164 0.8930 0.2 -0.1 -0.1
H -3.9785 -0.2885 -2.6067 -0.1 0.5 -0.2
H -1.3039 -2.2988 -4.5024 0.1 0.5 -0.1
H -2.6905 1.6584 0.1831 0.1 0.3 -0.4
H 4.1158 0.1026 -0.3652 0.0 -0.1 0.1
H -0.8093 -1.3919 -3.0383 0.2 -0.1 0.3
```
Forces are in eV/Å.

***

# 4
A structure of composition CH5CuO2, computed with wB97M-V/def2-TZVPD.

- frontier orbital gap (spin up / spin down) (eV) = 5.61 / 7.92
- charge = -1
- ⟨S²⟩ = 0.75
- multiplicity = 2

The geometry in XYZ format:
```
9
Properties=species:S:1:pos:R:3:forces:R:3
Cu 1.2830 -0.3365 -2.0411 -0.2 0.4 0.8
O 1.7329 1.3255 -0.3775 -2.0 -0.1 0.9
O -0.5037 0.1802 -0.4855 1.1 1.1 1.2
C -1.1615 -0.6596 0.4228 0.3 0.3 -0.4
H 2.2807 1.1527 0.3942 0.2 -0.1 -0.1
H -0.8759 -0.4458 1.4683 -0.2 -0.1 -0.1
H -0.9404 -1.7255 0.2333 0.0 0.1 0.1
H -2.2512 -0.5314 0.3195 0.0 -0.1 0.2
H 0.4361 1.0403 0.0659 1.0 -1.6 -2.6
```
Forces are in eV/Å.

***

# 5
A cluster of 11 separate species, C41H74BrN11O24SSi in total, computed with wB97M-V/def2-TZVPD.

- structure (SMILES) = CCCN1C(=O)c2c(CCCCCCCC[Si](C)(C)c3ccccc3)cc(C[C@@H](C)Br)c(S(C)(=O)=O)c2C1=O.C[N+](=O)[O-].C[N+](=O)[O-].C[N+](=O)[O-].C[N+](=O)[O-].C[N+](=O)[O-].C[N+](=O)[O-].C[N+](=O)[O-].C[N+](=O)[O-].C[N+](=O)[O-].C[N+](=O)[O-]
- frontier orbital gap (eV) = 8.60
- charge = 0

The geometry in XYZ format:
```
153
Properties=species:S:1:pos:R:3:forces:R:3
Br 6.9527 -0.2566 -0.4553 -0.1 0.0 -0.2
S 3.6451 1.6059 1.9080 1.8 0.6 -0.2
Si -6.9946 -0.8246 0.1906 -0.1 0.0 -0.1
O -10.5619 4.4435 -7.3349 0.0 0.0 0.0
O 7.5284 1.8847 -3.7259 0.0 -0.1 -0.1
O -5.2482 -2.4636 3.5735 0.0 0.0 0.0
O 3.2913 2.9381 2.2914 -0.9 -0.4 0.4
O -8.9534 5.4855 -6.3486 0.0 0.0 0.0
O 9.7190 5.5074 -3.6620 0.0 0.0 0.0
O 5.6348 -0.7401 9.0658 -0.2 0.0 0.1
O 7.9092 6.6602 -3.8448 0.1 0.1 0.0
O 7.0501 -8.1399 7.9176 0.0 0.0 0.0
O -4.3620 -2.9025 5.4876 0.0 0.0 -0.1
O -9.4531 3.2983 -1.4156 0.0 0.0 0.0
O 6.0126 2.0786 -5.2452 0.1 0.0 0.1
O 5.7565 -7.9887 6.1998 0.0 0.0 0.0
O 4.3768 -1.7602 6.0798 0.0 0.1 0.0
O -8.3593 3.3124 -3.2735 0.0 -0.1 0.0
O 5.9649 -4.2001 -2.3088 0.0 0.0 0.0
O 4.9732 1.5044 1.3505 -0.1 -0.5 -0.3
O 6.1309 -2.9116 6.5605 0.0 0.0 -0.1
O 2.5343 0.1754 -4.6382 -0.1 -0.1 0.0
O 4.3163 -2.3617 9.5902 0.0 0.0 0.0
O 4.1168 -3.1853 -2.7454 -0.1 -0.1 -0.1
O -1.8028 1.6062 -1.1842 -0.2 -0.2 0.0
O 0.7320 1.3356 -4.8572 0.0 0.0 0.0
O 0.8439 3.5875 1.6367 0.2 -0.2 0.2
N 5.0543 -3.9001 -3.0474 0.0 0.0 0.0
N -9.1064 3.8121 -2.4569 0.0 0.1 0.0
N -0.9102 2.3415 0.8447 0.0 -0.3 -0.8
N 5.5705 -1.8725 6.2961 0.0 0.0 0.0
N -9.4556 4.4945 -6.8415 0.0 -0.1 0.0
N 4.5530 -1.1914 9.4031 0.0 -0.1 0.0
N 6.6787 2.5085 -4.3152 0.0 0.0 0.0
N -4.6449 -3.1833 4.3418 0.0 0.0 0.1
N 6.2941 -7.5325 7.1878 0.0 0.0 0.0
N 9.1199 6.5517 -3.7937 0.0 0.0 0.0
N 1.9397 1.2207 -4.8009 0.0 0.0 0.0
C -0.0729 0.1089 3.1811 -0.4 0.2 -0.8
C 0.7516 -0.2379 -1.1451 -1.0 -0.1 -1.1
C -5.8623 2.9744 -0.9321 -0.1 0.7 0.4
C -0.1807 -0.8420 -2.1680 -0.1 -0.4 0.7
C -0.9649 1.3681 3.1696 -0.1 -0.9 0.5
C -6.2691 0.6206 -0.7816 -0.7 -0.8 0.8
C -5.5984 0.4594 -1.9719 0.0 -0.5 -0.3
C -1.6936 1.5721 1.8586 -0.3 1.2 0.2
C 3.4469 -0.2144 9.5924 -0.1 0.0 0.0
C -0.9145 1.6057 -0.3850 0.4 0.0 0.5
C 2.9023 -0.2407 -0.0160 0.6 0.0 0.5
C 0.3808 0.8579 -0.4040 0.3 0.4 -0.1
C 4.6324 0.1810 -2.1570 1.0 -0.1 -0.4
C 1.2614 1.4097 0.5128 -0.7 0.9 0.2
C 6.3828 -0.6301 6.2367 0.2 0.1 -0.2
C -5.0619 1.5380 -2.6282 0.5 -0.5 -0.8
C -4.4048 -1.9474 0.0833 0.6 -1.0 0.0
C 2.7444 2.4646 -4.9364 0.2 0.0 0.1
C -8.6414 3.2493 -6.8226 0.0 -0.2 0.0
C -1.1454 -3.1030 -2.9585 0.8 -0.5 0.1
C 2.5257 0.8879 0.7170 0.2 0.3 0.4
C -1.8310 -4.0309 -1.9257 -0.8 0.4 -0.1
C 6.0101 -6.1144 7.5428 -0.1 0.1 -0.1
C 3.6308 0.5058 3.3232 -0.2 -0.1 -0.1
C -5.1927 2.7955 -2.1110 0.3 0.8 -0.4
C -7.0145 -0.3347 2.0109 0.1 0.1 -0.8
C -8.7731 -1.2299 -0.3195 0.5 0.0 0.2
C -9.6430 5.1703 -2.7536 0.1 0.1 -0.2
C 0.4846 2.5771 1.1208 -0.2 0.1 0.3
C -3.2683 -3.5895 -1.5139 0.7 -0.3 0.3
C -3.4796 -3.1865 -0.0392 -0.7 0.4 -0.4
C 1.9968 -0.7491 -0.9145 0.2 -0.8 -0.6
C 4.2111 -0.9978 0.0897 -0.4 -0.1 0.1
C -5.8773 -2.3234 -0.1234 0.1 1.2 0.1
C 9.9136 7.8056 -3.9040 0.2 0.0 0.0
C 5.0930 -4.4468 -4.4308 -0.1 0.1 -0.1
C 6.4316 3.9039 -3.8603 -0.3 -0.1 -0.1
C -4.2261 -4.5144 3.8237 0.1 -0.1 0.1
C 5.1649 -0.7682 -1.1091 -0.1 0.3 0.7
C -6.3900 1.8961 -0.2721 -0.3 0.2 0.5
C 0.0999 -2.3138 -2.4956 -0.3 0.2 -0.4
H 5.3341 -1.7236 -1.5732 0.2 -0.1 0.0
H -1.7342 1.1956 3.9220 -0.1 0.1 0.0
H -6.1864 -3.1017 0.5735 0.0 -0.3 -0.1
H -9.3238 5.8271 -1.9502 -0.1 0.0 0.1
H -7.1676 -1.1937 2.6540 0.0 0.0 0.2
H 10.9645 7.5505 -3.8425 0.0 -0.1 0.0
H 0.8423 -2.3337 -3.2933 0.1 -0.1 0.0
H 5.5697 -6.1098 8.5350 0.1 0.0 0.0
H 6.2904 -0.2198 5.2346 -0.1 0.0 0.0
H -3.5481 -2.7656 -2.1666 -0.2 0.1 -0.1
H 6.0096 -4.0927 -4.8924 0.1 -0.1 0.0
H 6.1327 3.8527 -2.8166 0.1 0.0 0.0
H 3.7581 0.4828 10.3643 0.1 0.0 -0.1
H -4.7606 3.6397 -2.6250 0.1 0.1 -0.1
H 5.4576 0.4253 -2.8254 0.0 0.1 -0.1
H -3.9284 -4.4301 -1.7104 -0.2 0.1 -0.2
H -0.1814 -0.4575 4.0947 0.3 0.0 0.3
H -3.5788 -4.3389 2.9685 -0.1 0.0 -0.1
H 4.6735 -0.8121 1.0466 0.4 0.1 0.0
H -4.0256 -4.0085 0.4227 0.3 -0.2 0.5
H 5.0932 -5.5294 -4.3506 0.1 0.0 0.0
H 9.6149 8.4511 -3.0839 -0.1 0.0 0.0
H 3.5009 1.1132 4.2114 -0.1 0.0 0.1
H 2.4446 3.1314 -4.1324 -0.1 0.0 -0.1
H 0.5494 -2.8512 -1.6640 0.0 0.1 0.3
H -5.9674 3.9543 -0.4911 0.0 0.2 0.0
H -9.2136 2.4546 -7.2857 -0.1 0.1 0.0
H 9.6720 8.2590 -4.8602 -0.1 0.0 0.0
H -10.7255 5.0919 -2.7806 0.0 0.0 0.1
H -1.9279 -5.0044 -2.4018 0.1 -0.1 0.1
H -2.6149 2.1188 2.0506 0.0 0.1 -0.1
H -9.1417 -0.5931 -1.1183 0.0 0.0 -0.1
H -6.9011 2.0874 0.6607 -0.1 -0.1 0.1
H -5.9999 -2.6259 -1.1642 -0.2 -0.4 0.0
H 4.2384 1.1137 -1.7630 -0.2 0.0 0.1
H 0.9623 0.3324 2.9592 0.1 0.0 0.2
H -7.8186 0.3868 2.1409 -0.1 0.0 0.2
H 2.2938 -1.6150 -1.4891 0.1 -0.1 0.0
H 3.9197 -0.3576 -2.7729 -0.4 0.2 0.1
H -4.2286 -1.4896 1.0543 -0.2 0.2 0.2
H 5.6480 4.3324 -4.4747 0.0 0.0 0.0
H 3.7954 2.2093 -4.8649 0.0 -0.1 -0.1
H -9.4231 -1.1093 0.5453 -0.1 0.0 0.0
H -0.7734 -3.7706 -3.7344 -0.1 0.1 -0.3
H -0.4256 2.2541 3.4943 0.0 0.1 -0.1
H -2.5444 -3.0148 0.4959 0.2 -0.1 -0.1
H -1.2308 -4.1878 -1.0314 0.2 0.1 0.0
H 6.9543 -5.5798 7.5377 0.0 0.0 0.1
H 3.9438 -2.0544 0.0777 0.0 -0.1 0.0
H -0.1462 -0.2274 -3.0662 -0.1 0.0 -0.2
H 2.8625 -0.2528 3.2377 -0.2 0.0 0.1
H -0.4112 -0.5422 2.3704 0.1 -0.2 0.1
H 5.3280 -5.7026 6.8098 0.0 0.0 0.0
H -9.2479 5.4961 -3.7096 0.0 0.0 0.0
H -5.4924 -0.5357 -2.3833 0.1 -0.1 -0.2
H 5.9765 0.0501 6.9731 0.0 0.1 0.0
H -5.1257 -5.0436 3.5244 0.0 0.0 -0.1
H -6.0750 0.1620 2.2463 0.1 -0.1 0.3
H 3.3001 0.2961 8.6452 0.1 0.0 0.0
H -4.5086 1.3720 -3.5415 0.0 0.1 -0.1
H 7.4123 -0.8788 6.4620 0.0 -0.1 0.0
H -1.9951 0.6283 1.4118 0.0 -0.3 0.1
H -8.4242 3.0235 -5.7814 0.1 0.1 0.0
H 2.5579 -0.7583 9.8867 0.0 -0.1 0.0
H -4.0807 -1.2527 -0.6898 -0.1 0.3 0.1
H 7.3556 4.4526 -3.9686 0.1 0.0 0.1
H 4.5865 -0.0032 3.3440 0.2 0.1 -0.1
H 4.2201 -4.0901 -4.9641 0.0 0.0 0.0
H -7.7264 3.4439 -7.3733 0.0 0.1 0.1
H -1.1956 -0.7524 -1.7791 -0.1 0.1 0.0
H -1.8669 -2.4389 -3.4275 -0.1 0.1 0.0
H -8.8112 -2.2713 -0.6350 -0.2 -0.1 -0.1
H 2.5127 2.8981 -5.9045 -0.1 0.0 0.0
H -3.7034 -5.0410 4.6134 0.0 0.0 0.0
```
Forces are in eV/Å.